Density functional theory data (ωB97M-V with the def2-TZVPD basis set) for a 10-piece molecular cluster, H20O10 overall.

Positions of all 30 atoms, in Å:
O  -0.5018  -4.0884  -1.5285
O  -0.8795  3.2768  2.9232
O  3.2163  -1.5954  -2.8398
O  -1.7433  1.3709  0.5804
O  0.8637  -0.0927  -0.2309
O  0.6029  1.0689  3.2310
O  -1.5897  -2.4023  3.6634
O  1.7210  -3.5718  -2.4821
O  -1.2612  4.7810  0.7571
O  -0.4846  1.5721  -4.0053
H  -2.2533  2.0985  0.2069
H  2.2245  -3.7772  -3.2779
H  1.0897  -4.2966  -2.4104
H  -1.9540  4.2348  1.1452
H  -0.9911  -2.8759  4.2518
H  1.4686  0.7316  3.4876
H  0.4195  -0.7385  -0.7918
H  -0.8166  2.1615  -3.3187
H  -2.1345  1.2326  1.4504
H  2.7008  -2.1546  -3.4319
H  -0.9524  -4.7102  -0.9460
H  0.2365  -3.7649  -1.0001
H  0.2875  0.6794  -0.2606
H  4.1210  -1.9092  -2.9493
H  -0.8113  2.4683  3.4434
H  -1.1233  2.9694  2.0428
H  -1.0624  -1.6646  3.3366
H  -1.0402  4.3298  -0.0655
H  0.6244  1.0610  2.2674
H  0.4159  1.3713  -3.7267

Values from the calculation:
- ΔE to the lowest compared entry with this formula, charge and spin (kJ/mol) = 400.5
- charge = 0
- frontier orbital gap (eV) = 10.800
- HOMO (Eh) = -0.404
- total energy (eV) = -20798.461
- SMILES = O.O.O.O.O.O.O.O.O.O

Density functional theory data (ωB97M-V with the def2-TZVPD basis set) for an isolated molecule of C10H18NO3P at a distorted geometry.

Positions of all 33 atoms, in Å:
P  -0.4514  0.0146  -0.1202
O  -1.2119  -1.3109  0.4807
O  -0.3705  0.0065  -1.6037
O  -1.2120  1.3232  0.5236
N  2.6641  -0.2697  -0.6802
C  -2.2524  -2.0577  -0.3366
C  -1.6917  3.6305  0.5941
C  1.9122  1.9190  -0.0812
C  0.8995  -0.1360  1.0140
C  2.1237  0.5015  0.3817
C  -1.5196  -3.3793  -0.8174
C  -1.4594  2.4368  -0.2805
C  1.8531  -2.2279  0.4381
C  1.1389  -1.5724  1.3143
C  2.5332  -1.5455  -0.6429
H  0.6557  0.4211  1.9056
H  1.0973  2.0493  -0.8019
H  0.5376  -2.0887  2.0615
H  -1.4834  4.5387  0.0172
H  -0.8673  -3.0344  -1.5492
H  1.8670  2.8864  0.5027
H  -1.0901  3.9095  1.4198
H  -0.5946  2.7154  -0.8823
H  2.8530  0.5510  1.1691
H  2.0462  -3.3451  0.4621
H  2.7734  2.1449  -0.7599
H  -3.0602  -2.4596  0.3030
H  -1.0785  -3.9887  -0.0908
H  3.1218  -2.0062  -1.4526
H  -2.5430  -1.3637  -1.1588
H  -2.7615  3.5960  0.9444
H  -2.1458  -4.0697  -1.3416
H  -2.2833  2.2113  -0.9320

Values from the calculation:
- ΔE to the lowest compared entry with this formula, charge and spin (kJ/mol) = 0.0
- charge = 0
- frontier orbital gap (eV) = 9.646
- HOMO (Eh) = -0.333
- total energy (eV) = -27582.954
- SMILES = CCOP(=O)(OCC)[C@H]1C=CC=N[C@H]1C

Density functional theory data (ωB97M-V with the def2-TZVPD basis set) for C25H41F3I2NbO9 as an isolated structure at a distorted geometry.

Positions of all 81 atoms, in Å:
I  4.4413  3.2775  5.0271
I  0.2412  1.7580  3.1419
Nb  1.1599  5.9866  1.9849
F  0.3430  8.2459  3.9998
F  2.3406  8.6135  3.1454
F  0.5455  9.0003  1.9726
O  -1.1327  -4.6011  -4.3356
O  2.7551  2.3736  1.8179
O  1.4593  -2.4017  2.3341
O  0.7337  -5.4058  1.9310
O  4.5085  5.3096  2.8407
O  -2.0759  7.2130  1.9044
O  -0.4097  -3.5699  -7.2136
O  0.3525  -3.4050  -0.3276
O  1.7491  -4.0125  -5.0991
C  1.2404  3.9581  0.9659
C  2.3139  5.2883  3.8411
C  -2.0482  6.1666  2.5090
C  -0.3870  -6.2028  2.2433
C  -3.3211  5.3376  2.7531
C  -0.2207  -3.8026  -3.5920
C  0.4115  -1.8083  1.5841
C  -0.4678  -2.3138  -7.8540
C  -4.5828  4.0694  4.3719
C  -4.2352  5.0500  1.7621
C  -1.3684  -5.8730  -3.7749
C  -5.4928  3.7607  3.3684
C  1.2926  -4.9041  -6.1048
C  0.8084  -3.1367  -4.4848
C  -3.4984  4.8553  4.0402
C  0.8187  -4.2562  -7.3931
C  1.1978  -5.5539  0.6004
C  1.0949  8.1253  2.8628
C  -5.3235  4.2587  2.1023
C  1.4876  -4.2172  -0.0593
C  1.6359  2.7967  1.8332
C  -0.3499  -2.8437  0.7780
C  3.7560  4.8773  3.6467
C  -0.7647  5.5767  3.1220
C  2.6678  -1.6625  2.3156
H  -4.0995  5.4341  0.7541
H  0.4751  -1.7656  -7.7609
H  2.6332  -0.8525  3.0493
H  0.5433  -5.5896  -5.7069
H  -0.7203  -2.4350  -8.9132
H  1.4044  -2.4767  -3.8503
H  -2.1063  -5.8039  -2.9676
H  -0.7537  -3.6283  1.4187
H  -4.6622  3.7000  5.3908
H  0.6511  -5.0415  -8.1414
H  -1.2494  -1.7277  -7.3705
H  2.2473  6.1232  4.5615
H  2.7024  6.5233  1.1566
H  1.7187  4.4761  4.2932
H  -2.7666  5.0899  4.8104
H  0.3345  -2.4956  -5.2287
H  2.1632  -5.5170  -6.3555
H  2.2425  -3.6569  0.4925
H  0.2792  3.7294  0.4736
H  -1.1126  -6.2194  1.4231
H  -0.2758  -1.3374  2.2949
H  2.8763  -1.2491  1.3238
H  -1.7639  -6.5191  -4.5595
H  0.2543  6.5923  0.5094
H  1.5972  -3.5813  -7.7650
H  -6.3292  3.1167  3.6349
H  -1.2138  -2.3383  0.3374
H  2.1289  -6.1339  0.6368
H  -0.6906  5.8171  4.1948
H  3.4792  -2.3429  2.5776
H  -0.8010  -3.0257  -3.0829
H  1.9937  4.0155  0.1647
H  0.7964  -1.0355  0.9105
H  -6.0453  4.0012  1.3283
H  -0.4458  -6.3244  -3.3943
H  1.9242  -4.4301  -1.0398
H  0.4732  -6.1051  -0.0103
H  0.2950  -4.3954  -2.8315
H  -0.9059  4.4780  3.0811
H  -0.0739  -7.2260  2.4815
H  -0.8735  -5.7708  3.1178

Values from the calculation:
- charge = -1
- frontier orbital gap (eV) = 7.248
- HOMO (Eh) = -0.221
- total energy (eV) = -70914.178